Computed, not measured: C24H19CuN6S as an isolated structure, with ωB97M-V with the def2-TZVPD basis set.

Structure (XYZ):
```
51
Properties=species:S:1:pos:R:3:forces:R:3
Cu -0.5403 0.2346 -0.7038 0.04 0.06 0.03
S -0.1133 -4.1502 0.5094 0.00 -0.01 0.01
N 0.4237 -2.7596 -1.7357 0.02 0.01 -0.01
N -2.6183 0.8561 -0.7062 0.04 -0.04 -0.02
N 1.3585 0.8230 -1.2293 -0.13 0.01 -0.06
N -1.6272 2.8488 0.0922 0.01 0.00 -0.03
N -0.6067 -1.6487 0.0526 0.00 -0.02 0.01
N -0.5560 2.1842 -0.0413 0.00 -0.03 0.01
C -1.0970 -1.9202 1.3301 0.00 0.04 -0.02
C -2.7421 2.0140 -0.0386 -0.07 0.03 0.05
C 2.3437 -0.1259 -1.5402 0.05 -0.01 0.03
C 2.9962 -0.8458 -0.5338 0.01 -0.01 -0.02
C 4.0991 -2.2152 -2.1814 0.01 -0.01 -0.01
C 1.7024 1.9586 -0.6151 -0.01 0.05 0.04
C 2.6044 -0.4551 -2.8725 -0.03 0.00 0.02
C 2.1988 4.5742 0.3942 0.01 0.00 0.00
C 3.4729 -1.4914 -3.1880 0.00 -0.02 0.00
C -4.9374 0.4157 -0.3238 -0.02 0.04 0.03
C -3.7007 0.0783 -0.8282 0.02 0.00 0.00
C -1.3391 -3.6604 3.0109 0.02 -0.01 -0.03
C -1.7120 -0.9969 2.1700 0.01 -0.04 0.01
C 3.2532 3.7326 -0.0357 0.00 0.03 0.01
C -0.0762 -2.7115 -0.4778 -0.01 0.03 -0.02
C -0.9156 -3.2365 1.7594 -0.01 0.00 0.03
C -3.9638 2.4390 0.4953 0.08 -0.01 -0.03
C 0.6626 2.7940 -0.0868 0.02 -0.02 -0.02
C 3.0332 2.4710 -0.5090 -0.04 -0.05 0.00
C -5.0659 1.6291 0.3538 -0.02 -0.04 -0.01
C -2.1386 -1.4172 3.4165 0.00 0.01 0.00
C 3.8608 -1.8806 -0.8529 0.00 0.00 0.01
C -1.9565 -2.7363 3.8350 -0.02 0.02 0.03
C 0.9168 4.1045 0.3605 0.01 -0.01 -0.01
H 4.2695 4.1072 0.0040 0.00 -0.01 0.00
H 2.7909 -0.5940 0.5003 0.00 0.00 0.00
H -1.1911 -4.6820 3.3346 0.00 0.00 0.00
H 4.3494 -2.4345 -0.0604 0.00 0.00 0.00
H 3.8588 1.8625 -0.8534 0.01 0.01 0.01
H 0.0825 4.6989 0.7081 0.00 0.00 0.00
H 2.1050 0.1099 -3.6504 0.00 0.00 0.00
H 2.4150 5.5685 0.7598 0.00 0.00 0.00
H 0.6150 -1.8532 -2.1441 0.02 0.02 -0.01
H -4.0020 3.3863 1.0140 0.00 0.00 0.00
H -2.2975 -3.0406 4.8154 0.00 0.00 0.00
H -5.7806 -0.2449 -0.4657 0.00 0.00 0.00
H -3.5529 -0.8528 -1.3628 0.00 0.01 -0.01
H -2.6176 -0.7089 4.0794 0.00 0.00 0.00
H 1.1552 -3.4303 -1.9144 -0.02 -0.02 0.01
H 3.6639 -1.7330 -4.2264 0.00 0.00 0.00
H -6.0200 1.9297 0.7672 -0.01 -0.01 -0.01
H -1.8396 0.0273 1.8439 0.00 0.00 -0.01
H 4.7765 -3.0223 -2.4287 0.00 0.00 0.00
```
Positions in Å, forces in eV/Å.

Properties
* HOMO-LUMO gap: 6.37 eV
* HOMO level: -6.70 eV
* energy relative to the best compared isomer or geometry (same formula, charge and spin): 0.6 kcal/mol

Computed, not measured: C24H19I2KN6 as an isolated structure at a distorted geometry, with ωB97M-V with the def2-TZVPD basis set.

Structure (XYZ):
```
52
Properties=species:S:1:pos:R:3:forces:R:3
I 12.5177 15.1402 7.3094 -0.13 -0.18 -0.11
I 12.4601 12.6285 8.3599 0.28 0.33 0.35
K 12.2381 9.1344 7.6174 -0.09 -0.03 -0.41
N 15.2472 10.2529 9.8055 1.30 0.43 -1.02
N 14.7092 10.1813 7.5196 0.70 0.46 -0.98
N 12.8466 10.3869 9.8310 -0.54 0.97 -0.27
N 10.7861 6.6291 9.6839 -0.76 1.55 0.20
N 10.7237 10.0387 10.7172 -2.40 -0.21 1.81
N 9.7264 9.8135 8.6801 0.40 -0.49 -0.83
C 11.9594 10.0457 10.8351 1.23 -0.70 -1.32
C 12.6753 9.4336 11.9565 -0.35 0.00 2.26
C 16.4445 12.3303 7.0706 -1.45 -1.58 0.97
C 13.3711 8.5385 14.0439 0.23 0.03 -0.56
C 8.5542 12.3137 8.9253 -0.21 -2.10 1.21
C 9.9189 10.5570 9.7585 0.28 0.00 0.17
C 13.5145 6.0842 7.2426 1.64 -0.32 1.92
C 9.2538 11.7555 9.9968 -0.22 0.09 -2.14
C 10.7673 6.3725 7.2678 2.87 -0.22 -0.28
C 15.0762 9.0678 12.4823 -1.23 0.04 -1.45
C 11.4659 6.4397 8.4840 0.41 -0.34 -0.38
C 12.8470 5.8636 6.1072 -0.15 0.47 -3.22
C 11.4974 6.0991 6.0987 -1.61 -0.02 0.67
C 12.8604 6.3074 8.4414 -0.03 -0.38 0.93
C 13.9921 9.5418 11.6897 2.14 0.07 -1.05
C 14.8605 10.7215 6.2813 -0.11 -0.63 0.51
C 15.5898 11.8808 6.0639 0.76 -0.45 -1.25
C 12.3147 8.9598 13.2382 2.41 -0.05 -1.45
C 8.9662 10.2781 7.6958 -1.16 1.58 0.48
C 8.3342 11.5329 7.7730 0.26 0.42 0.03
C 15.4472 10.7056 8.5079 -1.07 -0.22 0.34
C 14.0832 10.1614 10.2964 0.53 -1.43 1.96
C 14.7464 8.4752 13.6921 0.09 1.26 -0.79
C 16.3979 11.6977 8.2977 0.67 0.20 -0.52
H 13.3553 5.6952 5.1224 -0.38 0.04 1.18
H 8.7870 9.6102 6.8752 -0.04 -0.17 -0.41
H 10.1504 7.4479 9.6097 0.02 -0.89 -0.17
H 14.4123 10.0975 5.4686 0.21 1.02 0.52
H 10.9913 6.0559 5.1606 -0.49 -0.06 -0.46
H 17.1234 13.1036 6.9269 1.04 1.28 -0.46
H 15.6059 8.1464 14.3008 -1.09 -0.09 0.13
H 9.3238 12.2214 10.9380 0.20 0.55 0.88
H 14.5880 6.0352 7.2256 0.35 -0.09 0.23
H 13.4321 6.2750 9.3844 -0.30 0.38 -0.52
H 13.0789 8.2991 15.0104 -0.26 -0.86 1.76
H 16.0530 9.1235 11.9833 -0.24 -0.02 0.71
H 7.6435 11.9462 7.0263 0.54 -0.56 0.05
H 11.3261 8.8617 13.5510 -1.47 0.06 0.59
H 15.7579 12.2746 5.0511 -0.53 -0.16 0.47
H 9.7579 6.5839 7.2640 -2.09 0.21 -0.18
H 11.3972 6.9420 10.4220 0.46 -0.37 0.30
H 7.9938 13.1761 9.1907 -0.32 0.93 -0.57
H 17.1444 11.8845 9.0580 -0.30 0.25 0.19
```
Positions in Å, forces in eV/Å.

Properties
* HOMO-LUMO gap: 7.43 eV
* HOMO level: -7.99 eV

Computed, not measured: C24H20AlClNPS as an isolated structure at a distorted geometry, with ωB97M-V with the def2-TZVPD basis set.

Structure (XYZ):
```
49
Properties=species:S:1:pos:R:3:forces:R:3
Cl 2.9617 0.8555 3.1828 -0.29 0.29 0.54
S -2.3854 2.7550 4.7626 -0.60 0.09 0.00
P 0.0415 0.4070 -0.6192 0.68 -0.54 4.23
Al 1.1176 0.0500 3.8403 -1.71 0.11 -1.24
N -0.5311 0.8835 3.8336 -1.74 2.47 0.98
C 3.1456 -2.4403 -2.4405 -0.53 0.43 0.17
C -3.3305 -1.7479 -1.3092 0.33 -0.22 0.32
C 1.8757 -2.2763 -2.9905 -0.09 0.00 0.15
C -3.8919 0.5605 -1.5231 0.10 0.27 0.34
C -2.6199 0.9352 -1.1086 0.52 -0.66 -0.09
C 3.4738 -1.7525 -1.2746 -0.26 0.15 0.07
C 0.9521 -1.4060 -2.4191 0.45 -0.07 0.33
C 0.3211 3.1456 0.0194 -0.10 -0.60 -0.73
C -4.2483 -0.7737 -1.6643 0.60 0.25 0.01
C 0.7878 4.7529 -1.7355 -0.17 -0.43 0.28
C 1.3836 -1.9401 2.9689 -0.68 -1.99 0.71
C 0.8542 2.3865 -2.2404 -0.26 0.36 0.56
C 0.5598 -1.8415 4.2788 -0.07 0.42 -1.67
C -0.8088 -2.4275 2.4653 -0.72 -0.09 0.80
C 0.4215 2.0981 -0.9288 0.47 1.09 -1.21
C 1.2892 -0.6796 -1.2582 0.24 -0.88 -1.30
C -1.4065 1.6632 4.2132 3.65 -2.21 -1.04
C -2.0417 -1.4225 -0.8978 0.20 0.77 -0.15
C 0.9899 3.7107 -2.6312 0.32 -0.12 -0.40
C -0.8204 -2.0370 3.8136 1.25 -0.91 -0.44
C 0.4857 4.4647 -0.4072 0.02 -0.24 0.14
C 2.5578 -0.8981 -0.6587 -0.73 0.14 -0.35
C 0.5114 -2.4412 1.9777 0.62 0.62 0.70
C -1.6246 -0.0648 -0.9392 -1.19 -0.05 -0.43
H 0.8731 5.7779 -2.0626 0.05 0.07 -0.02
H -1.6923 -1.9961 4.4475 0.01 0.16 0.01
H 0.7988 -2.8998 1.0244 0.04 0.81 0.23
H 4.4503 -1.8975 -0.8341 0.03 0.02 0.09
H -3.6112 -2.7905 -1.3300 -0.10 -0.11 0.02
H -2.3763 1.9740 -0.8635 -0.08 -0.30 -0.53
H 1.5891 -2.8331 -3.8674 0.03 -0.10 -0.20
H -0.0583 -1.3027 -2.8297 0.49 -0.02 -0.02
H 0.1258 2.8996 1.0630 -0.15 0.10 -0.25
H 0.3751 5.2696 0.3081 0.02 0.00 0.01
H 3.8583 -3.0979 -2.9100 0.11 -0.11 -0.03
H 1.0859 1.5520 -2.9140 -0.30 0.49 0.11
H 1.2630 3.9203 -3.6582 0.04 0.10 0.01
H 0.9188 -2.0455 5.2975 -0.01 -0.10 -0.60
H 2.7918 -0.4207 0.2942 -0.01 0.01 -0.30
H -4.6165 1.3353 -1.7181 -0.16 0.09 0.01
H 2.4712 -2.0066 2.9056 -0.36 -0.05 0.18
H -1.6806 -2.7298 1.8531 0.57 0.38 0.67
H -5.2198 -1.0412 -2.0202 -0.44 -0.13 -0.11
H -1.3672 -2.1865 -0.4957 -0.14 0.24 -0.55
```
Positions in Å, forces in eV/Å.

Properties
* HOMO-LUMO gap: 6.38 eV
* HOMO level: -6.86 eV
* energy relative to the best compared isomer or geometry (same formula, charge and spin): 0.0 kcal/mol

Computed, not measured: C24H20BN8O2Tm as an isolated structure, with ωB97M-V with the def2-TZVPD basis set.

Structure (XYZ):
```
56
Properties=species:S:1:pos:R:3:forces:R:3
Tm -0.4795 -0.0213 -0.3298 0.04 -0.13 -0.25
O -4.2213 1.1684 1.6843 0.29 0.09 -0.08
O -1.2081 -4.3895 0.1517 0.20 0.29 -0.07
N 2.3461 1.2501 0.6062 0.26 0.30 -0.07
N 1.4160 0.3299 0.9175 0.01 -0.20 0.22
N -0.9465 -2.1062 0.4931 0.03 0.72 -0.11
N -1.8078 2.2019 -0.6745 -0.01 -0.29 0.37
N 0.7094 1.0398 -2.1213 -0.21 -0.14 -0.29
N 0.8300 -1.9972 -1.5294 -0.37 -0.20 0.34
N -2.1518 0.2381 1.1738 0.41 -0.31 -0.30
N 1.8028 1.7659 -1.8273 0.29 0.22 -0.12
C 2.0655 -4.3676 -2.3672 0.03 0.24 0.01
C -2.1400 -2.9257 3.9103 0.04 -0.01 0.08
C 1.8956 -0.3814 1.9458 0.02 -0.02 0.04
C 0.3719 -3.1983 -1.1398 0.29 -0.38 -0.16
C -1.7848 4.5827 -0.9417 -0.04 -0.07 0.03
C -2.6844 4.7374 0.1035 0.08 -0.14 -0.09
C 3.1471 0.0960 2.3122 -0.16 -0.04 -0.09
C 3.3880 1.1368 1.4309 -0.12 -0.20 0.06
C 1.8260 1.4527 -4.0180 -0.09 -0.03 0.10
C -1.6067 -2.0482 1.7315 -0.51 0.28 0.54
C -1.4034 3.3053 -1.3116 0.10 0.11 -0.21
C -2.6969 2.3586 0.3176 -0.28 0.35 0.10
C 0.9516 -4.3962 -1.5552 -0.25 0.18 0.09
C -2.7875 -0.6870 3.3546 0.03 -0.02 -0.07
C -3.1254 1.1569 1.1353 -0.16 0.26 -0.11
C 2.5645 -3.1290 -2.7437 -0.09 -0.09 0.09
C 2.4861 2.0259 -2.9447 -0.10 -0.12 -0.24
C -0.7178 -3.2904 -0.0902 -0.02 -0.18 -0.20
C -2.2261 -0.8259 2.0895 0.02 -0.69 0.18
C 0.7160 0.8435 -3.4461 0.05 0.07 0.14
C -1.5721 -3.0849 2.6612 0.03 0.02 -0.06
C 1.9115 -1.9884 -2.3116 0.15 0.24 -0.19
C -3.1875 3.6025 0.7066 0.10 -0.23 -0.06
C -2.7473 -1.7320 4.2573 0.03 0.02 0.07
B 2.0552 2.3789 -0.4198 -0.34 -0.34 0.22
H 4.2268 1.8012 1.3619 0.09 0.14 -0.11
H -0.7292 3.1594 -2.1455 0.09 -0.04 0.06
H -3.2499 0.2490 3.6220 -0.05 0.03 0.01
H -2.0881 -3.7370 4.6184 -0.04 -0.13 0.11
H -3.1738 -1.6012 5.2393 -0.09 -0.01 0.12
H 3.7770 -0.2559 3.1017 0.13 -0.07 0.15
H 0.5072 -5.3105 -1.1919 -0.01 -0.03 0.00
H -1.3637 5.4402 -1.4434 0.01 0.00 -0.11
H 1.0372 2.9145 -0.0640 -0.07 0.14 -0.01
H -3.9141 3.6295 1.5046 -0.01 0.01 0.02
H 1.3158 -1.1848 2.3678 -0.08 -0.08 0.01
H 2.1043 1.4780 -5.0513 0.06 0.01 -0.18
H 2.2871 -1.0191 -2.6086 -0.03 0.10 0.02
H 3.0047 3.0845 -0.4803 0.26 0.27 -0.04
H 3.3884 2.6033 -2.9325 0.14 0.14 0.16
H -2.9703 5.7209 0.4468 -0.08 0.06 -0.04
H -1.0938 -4.0144 2.3976 -0.03 -0.04 -0.01
H 3.4511 -3.0454 -3.3518 0.06 0.07 -0.07
H -0.0572 0.2660 -3.9232 -0.10 -0.06 0.00
H 2.5520 -5.2802 -2.6784 0.01 -0.07 -0.04
```
Positions in Å, forces in eV/Å.

Properties
* HOMO-LUMO gap (alpha / beta): 7.22 / 7.24 eV
* HOMO level (alpha / beta): -7.28 / -7.28 eV
* multiplicity: 3
* expectation value of S²: 2.00

no.,calculated total energy (eV)
1,-89612.7740
2,-66664.8199
3,-65946.9232
4,-71440.3501